Density functional theory data (the ωB97M-V functional and the def2-TZVPD basis) for a structure of composition C19H35F2I4N3O at a distorted geometry.

```
! wB97M-V def2-TZVPD RIJCOSX def2/J DEFGRID3
* xyz 0 1
C 2.89 -0.93 2.84
C 2.34 -0.42 1.34
I 3.88 0.57 0.21
C 0.93 -0.64 0.85
I -0.13 -1.82 2.45
C 0.25 -0.17 -0.53
C 1.09 0.13 -1.87
C 2.08 -0.89 -2.60
C 1.53 -1.51 -4.05
C 2.81 -2.10 -1.83
N -0.49 1.15 -0.22
C 0.32 2.22 0.44
C -0.08 3.75 -0.15
N 0.39 3.96 -1.58
C -1.87 1.12 0.34
C -2.14 1.15 1.93
I -3.67 -0.31 2.68
C -2.83 2.57 2.53
C -1.77 3.79 2.75
I -4.74 3.11 1.59
C -2.84 0.07 -0.53
N -2.18 -1.26 -0.32
C -0.82 -1.39 -0.98
F -1.22 -1.29 -2.45
C -0.23 -2.91 -0.95
C -1.32 -4.14 -0.82
C -1.62 -4.66 0.70
F -2.72 -3.86 1.28
H 4.01 -0.63 3.03
H 2.87 -2.12 2.92
H 2.27 -0.42 3.72
H 1.70 1.15 -1.69
H 0.39 0.53 -2.77
H 3.00 -0.23 -3.00
H 0.62 -2.22 -3.94
H 1.40 -0.65 -4.84
H 2.43 -2.19 -4.43
H 2.58 -3.12 -2.42
H 4.00 -2.00 -1.86
H 2.53 -2.29 -0.72
H -0.65 1.55 -1.19
H 1.48 2.23 0.15
H 0.36 2.20 1.62
H -1.21 3.99 -0.11
H 0.47 4.59 0.50
H 0.25 4.97 -1.86
H 1.39 3.68 -1.71
H -2.36 2.16 -0.03
H -1.18 1.03 2.62
H -3.14 2.26 3.64
H -2.17 4.38 3.71
H -1.78 4.62 1.89
H -0.67 3.46 3.05
H -3.97 0.14 -0.27
H -2.77 0.50 -1.64
H -2.89 -1.93 -0.72
H 0.61 -3.15 -0.18
H 0.28 -3.13 -2.01
H -0.86 -5.07 -1.40
H -2.35 -3.92 -1.39
H -0.63 -4.65 1.35
H -2.00 -5.78 0.61
O 4.15 2.63 3.54
H 4.00 2.14 2.75
*
```

- Largest force on an atom: 5.21 eV/Å
- LUMO energy: -0.8 eV
- Gap between HOMO and LUMO: 4.10 eV
- HOMO: -4.93 eV



Density functional theory data (the ωB97M-V functional and the def2-TZVPD basis) for a structure of composition C19H35GeN3O6SSiV at a distorted geometry.

```
! wB97M-V def2-TZVPD RIJCOSX def2/J DEFGRID3
* xyz -2 2
V -0.29 -0.06 0.33
O 0.83 1.63 1.85
C 1.13 0.72 2.93
C 1.81 -0.51 2.42
C 2.87 -1.09 3.06
C 3.46 -2.28 2.57
C 2.94 -2.76 1.34
C 1.91 -2.13 0.72
N 1.27 -1.02 1.25
H 1.69 1.93 1.49
H 0.17 0.48 3.36
H 1.76 1.22 3.68
H 3.24 -0.61 3.96
H 4.29 -2.75 3.07
H 3.37 -3.63 0.85
H 1.52 -2.47 -0.22
O -2.37 3.31 0.52
C -2.04 2.13 0.57
O -1.48 1.46 -0.38
C -2.26 1.29 1.88
O -3.04 1.67 2.74
O -1.55 0.23 1.90
C 1.12 -2.41 -3.01
Si 0.57 -0.60 -2.86
C 1.71 0.36 -4.04
C -1.15 -0.48 -3.62
O 0.71 -0.03 -1.37
H 1.02 -2.75 -4.05
H 0.51 -3.06 -2.38
H 2.17 -2.53 -2.71
H 1.72 -0.14 -5.02
H 2.73 0.40 -3.66
H 1.37 1.38 -4.20
H -1.07 -0.52 -4.72
H -1.63 0.46 -3.34
H -1.79 -1.29 -3.29
C 1.32 5.25 0.77
N 1.28 4.44 -0.42
C 0.07 4.40 -1.23
C 0.30 3.18 -2.14
N 1.57 2.63 -1.65
C 2.05 3.35 -0.62
S 3.41 2.91 0.28
H 1.18 6.31 0.51
H 2.28 5.12 1.25
H 0.52 4.95 1.45
H -0.03 5.32 -1.81
H -0.82 4.27 -0.60
H 0.39 3.46 -3.19
H -0.49 2.44 -2.02
H 1.64 1.61 -1.56
C -1.39 -2.98 2.72
Ge -2.47 -2.60 1.12
C -3.07 -4.41 0.51
C -4.13 -1.67 1.63
C -1.45 -1.74 -0.27
H -1.93 -3.64 3.40
H -1.13 -2.06 3.23
H -0.46 -3.48 2.42
H -3.66 -4.90 1.29
H -2.21 -5.03 0.28
H -3.68 -4.33 -0.39
H -4.85 -2.39 2.01
H -4.57 -1.18 0.76
H -3.94 -0.90 2.38
H -2.15 -1.38 -1.04
H -0.82 -2.51 -0.73
*
```

- Largest force on an atom: 1.16 eV/Å
- LUMO energy (spin up / spin down): 4.7 / 4.7 eV
- Gap between HOMO and LUMO (spin up / spin down): 3.95 / 3.86 eV
- Relative energy (zero: lowest compared OMol25 entry of this formula, charge and spin): 0.0 kcal per mole
- HOMO (spin up / spin down): 0.71 / 0.81 eV



Density functional theory data (the ωB97M-V functional and the def2-TZVPD basis) for a cluster of 3 separate species, C19H35N2O7P in total at a distorted geometry.

```
! wB97M-V def2-TZVPD RIJCOSX def2/J DEFGRID3
* xyz 0 1
C -3.47 -1.04 3.32
C -2.66 -0.80 2.07
O -2.04 0.50 2.09
C -1.24 0.68 0.94
C -1.51 1.95 0.18
C -2.68 2.49 -0.18
P -4.31 1.74 0.23
N -5.51 2.72 0.01
C -2.65 3.77 -0.98
O -3.49 4.65 -0.86
C -1.49 3.95 -1.90
C -1.68 4.77 -3.15
O -1.72 4.01 -4.37
N -1.77 2.60 -4.17
O -2.67 2.14 -4.73
C -0.33 3.42 -1.53
C 0.93 3.52 -2.33
C -0.27 2.66 -0.26
O 0.78 2.59 0.35
H -4.53 -0.98 3.08
H -3.32 -2.08 3.62
H -3.21 -0.38 4.13
H -3.25 -0.86 1.16
H -1.85 -1.53 2.03
H -0.20 0.74 1.27
H -1.30 -0.16 0.24
H -4.27 1.32 1.57
H -4.43 0.58 -0.57
H -6.01 2.88 0.87
H -2.61 5.32 -3.07
H -0.84 5.45 -3.23
H 0.71 3.64 -3.38
H 1.45 4.41 -1.99
H 1.57 2.67 -2.17
C 1.15 -6.02 0.52
C 0.97 -4.53 0.27
O -0.28 -4.02 0.69
C -0.58 -4.16 2.07
C 0.42 -3.45 2.98
H 0.36 -6.58 0.02
H 2.12 -6.35 0.13
H 1.12 -6.26 1.58
H 1.02 -4.33 -0.81
H 1.79 -3.96 0.72
H -0.67 -5.21 2.34
H -1.56 -3.71 2.21
H 1.42 -3.86 2.89
H 0.11 -3.55 4.02
H 0.47 -2.39 2.73
C 4.75 -1.29 -1.83
C 4.65 0.22 -1.90
O 3.41 0.74 -1.48
C 3.03 0.46 -0.14
C 3.99 0.99 0.90
H 3.96 -1.75 -2.42
H 5.71 -1.63 -2.20
H 4.64 -1.66 -0.80
H 4.77 0.54 -2.94
H 5.47 0.69 -1.34
H 2.87 -0.62 -0.01
H 2.06 0.94 -0.01
H 4.98 0.54 0.82
H 3.62 0.79 1.90
H 4.11 2.07 0.79
*
```

- Largest force on an atom: 2.28 eV/Å
- LUMO energy: -1.4 eV
- Gap between HOMO and LUMO: 7.08 eV
- Structure (SMILES): CCOCC1=C([PH2]=N)C(=O)C(CON=O)=C(C)C1=O.CCOCC.CCOCC
- HOMO: -8.45 eV



Density functional theory data (the ωB97M-V functional and the def2-TZVPD basis) for a structure of composition C19H35NO2P2Sn at a distorted geometry.

```
! wB97M-V def2-TZVPD RIJCOSX def2/J DEFGRID3
* xyz 0 1
P -2.00 1.97 -0.76
P -0.17 -0.80 2.24
C -0.64 1.32 0.34
C -0.53 -0.21 0.63
H -0.82 1.88 1.27
H 0.31 1.72 -0.06
H -1.35 -0.82 0.20
H 0.38 -0.62 0.11
C 0.81 -0.07 3.56
H 0.33 -0.21 4.54
H 0.97 1.01 3.42
H 1.79 -0.57 3.60
C 0.52 -2.43 2.00
H 1.41 -2.37 1.37
H -0.23 -3.05 1.51
H 0.79 -2.87 2.97
C -1.81 3.77 -0.85
H -2.72 4.33 -1.08
H -1.09 3.96 -1.68
H -1.37 4.24 0.05
C -1.66 1.21 -2.41
H -1.34 0.13 -2.24
H -0.90 1.74 -3.00
H -2.64 1.25 -2.90
Sn 1.10 -1.34 -2.57
C 3.02 -1.72 -1.72
C 2.68 -0.75 -0.72
C 3.26 0.63 -0.66
C 2.98 1.40 -1.96
C 1.82 0.86 -2.77
C 2.10 0.16 -3.99
C 3.31 -0.73 -4.19
C 3.93 -1.46 -2.92
C -3.41 0.92 -0.38
H 2.81 -2.79 -1.51
H 2.23 -1.04 0.27
H 4.36 0.66 -0.46
H 2.81 1.22 0.17
H 2.80 2.46 -1.73
H 3.87 1.38 -2.58
H 0.93 1.51 -2.68
H 1.69 0.57 -4.93
H 4.06 -0.08 -4.67
H 3.08 -1.54 -4.92
H 4.24 -2.46 -3.27
H 4.82 -0.86 -2.65
H -3.24 0.00 -0.99
H -4.38 1.40 -0.63
H -3.48 0.61 0.70
O -2.38 -2.77 1.62
C -2.60 -2.03 2.56
C -3.83 -2.01 3.44
C -3.73 -0.73 4.23
C -2.42 -0.06 3.78
O -2.03 1.06 4.05
N -1.74 -1.02 3.01
H -4.71 -2.07 2.80
H -3.75 -2.87 4.10
H -4.57 -0.05 4.05
H -3.64 -0.95 5.31
*
```

- Largest force on an atom: 3.26 eV/Å
- LUMO energy (spin up / spin down): 0.0 / 0.0 eV
- Gap between HOMO and LUMO (spin up / spin down): 2.53 / 2.53 eV
- Relative energy (zero: lowest compared OMol25 entry of this formula, charge and spin): 90.0 kcal per mole
- HOMO (spin up / spin down): -2.52 / -2.52 eV



Density functional theory data (the ωB97M-V functional and the def2-TZVPD basis) for a structure of composition C19H36B2ClLi2N2NaO16P at a distorted geometry.

```
! wB97M-V def2-TZVPD RIJCOSX def2/J DEFGRID3
* xyz -1 1
C -4.36 -2.14 -2.06
P -3.97 -0.25 -1.88
O -3.03 0.03 -0.45
B -2.98 0.21 -3.45
C -1.37 0.05 -3.64
C -0.58 1.40 -3.97
O -1.24 2.27 -4.94
C 0.87 0.95 -4.57
N 1.90 0.79 -3.47
H -3.72 -2.52 -2.93
H -4.10 -2.76 -1.04
H -5.46 -2.32 -2.33
H -3.34 0.87 0.01
H -3.62 0.62 -4.37
H -1.21 -0.67 -4.53
H -0.91 -0.44 -2.71
H -0.33 2.04 -3.03
H -0.96 3.20 -4.77
H 0.81 -0.09 -5.06
H 1.24 1.69 -5.37
H 2.05 1.73 -3.09
H 1.43 0.17 -2.79
B 1.64 -2.82 0.85
O 1.07 -3.64 -0.23
C 0.49 -2.80 -1.10
O -0.08 -3.14 -2.10
C 0.66 -1.42 -0.63
O 0.26 -0.43 -1.18
O 1.34 -1.42 0.52
O 1.07 -3.19 2.15
C 2.08 -3.58 2.93
O 1.95 -3.97 4.09
C 3.33 -3.49 2.20
O 4.44 -3.78 2.62
O 3.09 -3.04 0.95
O -3.94 3.68 -2.91
H -4.70 3.86 -3.51
H -3.66 4.50 -2.43
H -3.18 3.27 -3.40
Cl -4.99 -4.21 -0.97
C 0.24 -6.85 1.36
C 1.32 -6.83 2.42
N 2.16 -6.82 3.24
H 0.15 -5.86 0.91
H 0.49 -7.57 0.59
H -0.71 -7.12 1.81
C 3.62 -0.15 3.65
C 3.64 0.68 2.37
C 4.99 0.66 1.66
C 6.15 1.25 2.45
C 5.96 2.70 2.91
C 5.82 3.69 1.75
H 4.33 0.24 4.39
H 2.63 -0.13 4.10
H 3.88 -1.19 3.44
H 3.33 1.70 2.59
H 2.88 0.27 1.69
H 4.89 1.19 0.70
H 5.24 -0.38 1.40
H 7.06 1.19 1.84
H 6.35 0.64 3.34
H 6.83 3.00 3.50
H 5.09 2.79 3.56
H 6.70 3.66 1.10
H 5.71 4.70 2.13
H 4.94 3.47 1.14
Li 2.63 -5.82 0.76
C -6.35 3.49 0.01
C -6.03 2.11 0.59
O -4.82 1.90 0.85
O -7.02 1.37 0.74
H -5.44 4.10 -0.10
H -6.81 3.38 -0.98
H -7.04 4.02 0.66
Na 1.96 -1.52 5.06
Li 7.67 1.89 0.50
C -10.15 4.20 1.11
O -10.94 3.28 0.94
O -10.31 5.14 1.93
O -9.07 4.35 0.50
*
```

- Largest force on an atom: 4.28 eV/Å
- LUMO energy: -1.2 eV
- Gap between HOMO and LUMO: 0.87 eV
- HOMO: -2.05 eV



Density functional theory data (the ωB97M-V functional and the def2-TZVPD basis) for a cluster of 2 separate species, C19H36BrN6O5S2 in total at a distorted geometry.

```
! wB97M-V def2-TZVPD RIJCOSX def2/J DEFGRID3
* xyz 1 1
C 2.88 -3.59 -0.33
C 4.02 -2.95 -1.13
O 3.65 -1.67 -1.64
C 3.83 -0.64 -0.71
C 2.99 0.53 -1.17
O 3.75 1.74 -0.91
N 2.94 2.84 -0.87
C 2.75 3.45 0.29
N 3.28 3.06 1.46
C 2.85 3.95 2.33
Br 3.31 3.88 4.10
N 2.06 4.88 1.78
S 1.28 6.19 2.52
N 1.98 4.55 0.43
C 1.22 5.27 -0.57
C 0.21 4.40 -1.31
C -0.60 3.48 -0.38
C -1.64 4.23 0.42
C -2.43 3.37 1.41
C -3.19 2.21 0.78
C -3.40 1.09 1.80
S -4.64 -0.16 1.31
C -4.17 -0.57 -0.31
N -5.01 -1.08 -1.17
N -4.24 -1.44 -2.28
C -3.02 -1.09 -1.99
O -2.89 -0.55 -0.76
H 2.09 -2.85 -0.20
H 3.21 -3.94 0.65
H 2.46 -4.43 -0.86
H 4.25 -3.55 -2.00
H 4.92 -2.84 -0.52
H 4.87 -0.32 -0.66
H 3.53 -0.94 0.30
H 2.04 0.60 -0.64
H 2.82 0.46 -2.24
H 2.55 3.15 -1.74
H 2.24 7.10 2.29
H 0.69 6.07 -0.07
H 1.92 5.75 -1.25
H 0.67 3.79 -2.08
H -0.46 5.08 -1.84
H 0.08 2.93 0.27
H -1.10 2.76 -1.01
H -2.35 4.71 -0.26
H -1.17 5.04 0.99
H -3.15 4.02 1.91
H -1.77 2.99 2.19
H -4.17 2.53 0.44
H -2.65 1.79 -0.06
H -3.80 1.48 2.73
H -2.48 0.56 2.01
H -2.19 -1.23 -2.65
C -0.51 -5.27 1.88
O 0.06 -5.15 0.59
C -0.23 -6.26 -0.25
C -1.33 -5.93 -1.24
O -2.57 -5.74 -0.59
C -2.92 -4.37 -0.45
H -0.37 -4.31 2.39
H -1.58 -5.49 1.83
H -0.01 -6.05 2.46
H -0.51 -7.13 0.34
H 0.68 -6.50 -0.80
H -1.44 -6.78 -1.93
H -1.05 -5.05 -1.83
H -3.16 -3.93 -1.42
H -2.11 -3.81 0.03
H -3.80 -4.33 0.19
*
```

- Largest force on an atom: 1.89 eV/Å
- LUMO energy: -3.2 eV
- Gap between HOMO and LUMO: 7.52 eV
- HOMO: -10.73 eV